Computed, not measured: one molecule with the formula C3H5FO, with the ωB97M-V functional and the def2-TZVPD basis.

Structure (XYZ):
```
10
C3H5FO the ωB97M-V functional and the def2-TZVPD basis
C 0.7570 -0.1869 0.3193
H 1.0135 0.0515 1.4579
C -0.5499 0.2946 0.0480
H -2.4036 0.1477 -0.7831
O 1.8131 0.1116 -0.4767
F -0.4348 1.7333 -0.0014
H 2.0093 1.1877 -0.5166
H 0.8519 -1.2990 0.4428
H -1.4317 -1.5869 -0.2415
C -1.6248 -0.4536 -0.2488
```

Properties
ΔE to the lowest compared entry with this formula, charge and spin, eV: 1.8467
HOMO, eV: -9.877
SMILES: C=C(F)CO
Total charge: 0